A structure of composition C28H26BN5O4Pd, computed with the ωB97M-V functional and the def2-TZVPD basis.

## Properties
Kohn-Sham gap (eV): 5.889
Total charge: +2
Maximum force (eV/Å): 1.2
Spin multiplicity: 1
Energy relative to the best compared isomer or geometry (same formula, charge and spin) (kcal/mol): 0.00
HOMO level (eV): -13.994

Last column: Mulliken charge in e.
Element x y z (Å)
Pd -0.2850 0.7988 0.7112  0.420
C -2.1665 -3.2318 1.1686  -0.661
C -1.1509 -4.0815 1.6159  -0.801
C 0.0501 -3.4982 1.8722  -0.425
C 0.2721 -2.0496 1.7837  0.452
N -0.6367 -1.2938 1.2000  0.168
C -1.8731 -1.8879 0.8123  0.189
N 1.3822 -1.6408 2.4005  -0.540
C 1.6879 -0.3654 2.5217  0.095
N 1.1471 0.7215 1.9335  0.187
C 1.8543 1.8883 2.3643  -0.526
N 1.6953 3.0945 2.0244  -0.520
C 0.5893 3.5543 1.3164  0.570
C 0.6313 4.8447 0.7905  -0.446
C -0.5210 5.3899 0.2767  -0.382
C -1.7127 4.6587 0.3329  -0.676
C -1.6672 3.3818 0.8238  -0.506
N -0.5293 2.8115 1.2870  -0.355
C 2.9060 1.4250 3.2849  0.374
C 3.8452 2.1335 4.0008  -0.188
C 4.7016 1.3948 4.8157  -0.637
C 4.6067 0.0071 4.9004  -0.691
C 3.6469 -0.6951 4.1762  -0.168
C 2.8064 0.0503 3.3742  0.179
H -3.1752 -3.5984 1.0024  0.567
H -1.3177 -5.1388 1.7677  0.510
H 0.8996 -4.0809 2.2110  0.558
H -2.7229 -1.2159 0.9779  0.407
H 1.5634 5.3902 0.8359  0.518
H -0.5122 6.3916 -0.1327  0.475
H -2.6530 5.0861 0.0144  0.467
H -2.5600 2.7753 0.8986  0.637
H 3.9136 3.2107 3.9324  0.544
H 5.4542 1.9099 5.3973  0.432
H 5.2912 -0.5322 5.5410  0.436
H 3.5621 -1.7713 4.2402  0.546
C 2.2320 -0.6941 -1.3585  -0.730
O 1.2735 0.3510 -1.2281  -0.103
C 0.5094 0.5872 -2.3993  0.031
C -0.4391 1.7162 -2.0881  -0.959
O -1.3845 1.3416 -1.0520  0.683
C -2.7498 1.2622 -1.4884  -1.238
H 2.9712 -0.4404 -2.1209  0.347
H 1.7451 -1.6363 -1.6217  0.212
H 2.7336 -0.7935 -0.3986  0.217
H -0.0514 -0.3089 -2.6691  -0.183
H 1.1508 0.8572 -3.2445  0.552
H -0.9904 2.0116 -2.9804  0.552
H 0.1074 2.5805 -1.7075  0.163
H -3.0617 2.2320 -1.8757  0.368
H -3.3581 1.0031 -0.6258  0.378
H -2.8651 0.5001 -2.2584  0.336
O -3.0703 -2.0246 -1.5231  -0.703
B -1.9220 -2.1585 -0.8115  1.396
O -0.8494 -2.6240 -1.4991  -0.717
C -1.3603 -2.7944 -2.8001  0.585
C -0.6987 -3.2412 -3.9178  -0.844
C -1.4633 -3.3046 -5.0811  -0.608
C -2.8067 -2.9361 -5.0974  -0.578
C -3.4591 -2.4842 -3.9511  -0.992
C -2.6887 -2.4280 -2.8158  0.705
H 0.3412 -3.5376 -3.8935  0.522
H -1.0010 -3.6537 -5.9939  0.430
H -3.3627 -3.0119 -6.0216  0.430
H -4.5046 -2.2078 -3.9511  0.536

---

A structure of composition C28H26BN9Pt, computed with the ωB97M-V functional and the def2-TZVPD basis.

## Properties
Kohn-Sham gap (eV): 6.836
Maximum force (eV/Å): 0.8
Spin multiplicity: 1
Energy relative to the best compared isomer or geometry (same formula, charge and spin) (kcal/mol): 0.00
HOMO level (eV): -7.478

Last column: Mulliken charge in e.
Element x y z (Å)
Pt -0.3144 -0.2215 -0.2693  0.979
C 3.8615 -0.7843 -0.5525  -1.264
C 2.5609 -1.2058 -0.8190  -0.044
N 1.6977 -0.5551 -0.0488  0.145
N 2.4102 0.2969 0.7261  0.144
C 3.7115 0.1730 0.4299  -0.130
B 1.8160 1.2519 1.7954  -0.071
N 0.9829 0.5054 2.8449  0.082
C 1.1378 0.4927 4.1844  -0.223
C 0.1721 -0.3327 4.7172  -1.164
C -0.5363 -0.7932 3.5954  -0.206
N -0.0410 -0.2782 2.4788  -0.161
N 0.9321 2.2796 1.0429  0.572
C 0.8058 3.5981 1.2357  -0.185
C -0.1290 4.0859 0.3415  -1.008
C -0.5236 2.9626 -0.3856  -0.222
N 0.1290 1.8844 0.0376  -0.777
H 4.7726 -1.1278 -1.0073  0.402
H 2.2079 -1.9508 -1.5118  0.503
H 4.4409 0.7664 0.9537  0.428
H 2.7129 1.8106 2.3648  -0.149
H 1.9209 1.0643 4.6538  0.436
H 0.0140 -0.5753 5.7534  0.413
H -1.3700 -1.4770 3.5506  0.504
H 1.3887 4.0976 1.9909  0.446
H -0.4567 5.1025 0.2184  0.411
H -1.2176 2.8860 -1.2066  0.499
N -7.3573 -0.3256 -1.2086  -0.005
C -8.6539 -0.1717 -0.7664  0.704
C -9.8854 -0.4813 -1.3355  -1.031
C -11.0039 -0.1695 -0.5901  -0.405
C -10.9026 0.4289 0.6774  -0.491
C -9.6785 0.7295 1.2354  -0.756
C -8.5349 0.4201 0.4983  0.600
N -7.2020 0.6115 0.8115  -0.643
C -6.5413 0.1584 -0.2174  -0.092
C -5.0799 0.1721 -0.3185  1.163
C -4.4043 -0.1133 -1.5006  -0.677
C -3.0248 -0.0878 -1.5141  -0.696
N -2.3025 0.2148 -0.4304  -0.011
C -2.9497 0.5204 0.7067  -0.199
C -4.3233 0.5056 0.8021  -0.832
H -7.0682 -0.7608 -2.0654  0.176
H -9.9672 -0.9441 -2.3101  0.378
H -11.9844 -0.3914 -0.9901  0.378
H -11.8088 0.6561 1.2227  0.383
H -9.5936 1.1880 2.2111  0.437
H -4.9235 -0.3484 -2.4194  0.315
H -2.4641 -0.3034 -2.4121  0.541
H -2.3196 0.7814 1.5471  0.531
H -4.8146 0.7411 1.7344  0.525
C -0.8510 -2.1732 -0.7226  -1.636
C -0.0240 -3.2842 -0.1752  0.167
C 0.8945 -3.9776 -0.9628  -0.095
C 1.6561 -5.0150 -0.4429  -0.673
C 1.5104 -5.3899 0.8839  -0.417
C 0.5864 -4.7222 1.6792  -0.696
C -0.1699 -3.6891 1.1536  -0.138
H -1.8760 -2.2856 -0.3539  0.555
H -0.8743 -2.2234 -1.8176  0.465
H 0.9918 -3.7174 -2.0124  0.428
H 2.3597 -5.5368 -1.0800  0.379
H 2.0999 -6.2006 1.2921  0.383
H 0.4555 -5.0106 2.7148  0.381
H -0.8824 -3.1682 1.7823  0.244

---

A structure of composition C28H26EuN7O3S, computed with the ωB97M-V functional and the def2-TZVPD basis.

## Properties
Kohn-Sham gap (spin up / spin down) (eV): 7.686 / 9.151
Total charge: +2
Maximum force (eV/Å): 2.1
Spin multiplicity: 7
Energy relative to the best compared isomer or geometry (same formula, charge and spin) (kcal/mol): 16.95
HOMO level (spin up / spin down) (eV): -14.549 / -14.549

Last column: Mulliken charge in e.
Element x y z (Å)
Eu 0.1051 -0.4159 0.7074  0.850
C 1.1396 2.0430 -1.2338  -1.209
N 0.5133 0.7524 -1.5674  0.494
C 1.4373 -0.1358 -2.2877  -1.255
C 0.8755 -1.5420 -2.3475  0.986
C 1.3333 -2.4302 -3.3012  -1.098
C 0.7733 -3.6977 -3.3515  -0.560
C -0.2359 -4.0298 -2.4595  -0.811
C -0.6188 -3.0861 -1.5270  -0.542
N -0.0652 -1.8701 -1.4547  0.579
C -0.7215 0.9329 -2.3655  -1.167
C -2.0045 1.0394 -1.5846  0.827
C -3.0612 1.7695 -2.0979  -1.131
C -4.2790 1.7463 -1.4368  -0.408
C -4.3990 1.0002 -0.2772  -0.934
C -3.2875 0.3233 0.1874  -0.335
N -2.1080 0.3378 -0.4498  0.308
C 0.2854 2.8104 -0.2556  0.962
C 0.0300 4.1587 -0.4080  -1.062
C -0.7412 4.8067 0.5470  -0.545
C -1.2352 4.0839 1.6186  -1.035
C -0.9452 2.7346 1.6902  -0.082
N -0.2004 2.1084 0.7765  0.448
H 1.3124 2.6514 -2.1271  0.443
H 2.1142 1.8441 -0.7794  0.401
H 2.4000 -0.1356 -1.7725  0.381
H 1.6163 0.2123 -3.3115  0.571
H 2.0980 -2.1234 -4.0032  0.549
H 1.1058 -4.4140 -4.0916  0.473
H -0.7166 -4.9975 -2.4811  0.489
H -1.3985 -3.3078 -0.8060  0.466
H -0.8209 0.0659 -3.0183  0.568
H -0.6050 1.8010 -3.0217  0.439
H -2.9285 2.3396 -3.0085  0.504
H -5.1223 2.3023 -1.8259  0.462
H -5.3280 0.9460 0.2724  0.460
H -3.3308 -0.2441 1.1062  0.605
H 0.4299 4.6927 -1.2599  0.533
H -0.9581 5.8626 0.4510  0.454
H -1.8399 4.5458 2.3858  0.487
H -1.3309 2.1259 2.5001  0.425
N 4.0812 -2.8283 0.8592  -0.001
C 3.1386 -3.8308 0.9463  -0.657
C 1.9652 -3.2408 0.6230  -0.513
N 2.1624 -1.8892 0.3692  0.493
C 3.4552 -1.6870 0.5482  -0.662
H 5.0652 -2.9147 1.0576  0.245
H 3.3922 -4.8410 1.2149  0.436
H 0.9953 -3.7036 0.5692  0.488
H 3.9668 -0.7406 0.4786  0.437
O -1.5744 -0.6009 2.5145  -0.436
C -0.5712 -0.6647 3.2534  0.629
N 0.5295 -1.3360 2.7933  -0.425
S 1.8350 -0.4442 3.2280  1.065
O 1.9042 0.5082 2.0860  -0.504
O 3.0080 -1.1692 3.5603  -0.632
C 1.0677 0.3591 4.5804  0.495
C 1.6335 1.1171 5.5815  -0.771
C 0.7451 1.6788 6.4979  -0.563
C -0.6308 1.4971 6.3856  -0.700
C -1.1802 0.7394 5.3530  -0.458
C -0.3037 0.1592 4.4607  0.114
H 2.7021 1.2641 5.6637  0.501
H 1.1360 2.2672 7.3173  0.441
H -1.2840 1.9465 7.1220  0.435
H -2.2486 0.5867 5.2710  0.553

---

A structure of composition C28H26F6N6O5PSbSn, computed with the ωB97M-V functional and the def2-TZVPD basis.

## Properties
Kohn-Sham gap (spin up / spin down) (eV): 9.258 / 6.584
Total charge: +1
Maximum force (eV/Å): 0.6
Spin multiplicity: 2
HOMO level (spin up / spin down) (eV): -11.920 / -12.145

Last column: Mulliken charge in e.
Element x y z (Å)
Sn -2.0028 -0.9156 -1.6090  1.278
N 2.1325 0.6286 -0.4100  0.307
P 2.3461 -0.9689 -0.8581  1.145
C 3.6439 -1.0693 -2.0971  0.413
C 3.4041 -1.6521 -3.3375  -0.280
C 4.4451 -1.7364 -4.2526  -0.744
C 5.7001 -1.2469 -3.9231  -0.454
C 5.9292 -0.6583 -2.6823  -0.743
C 4.9011 -0.5590 -1.7622  -0.565
C 2.8959 -1.7124 0.6516  0.452
C 2.3304 -1.3062 1.8677  -0.179
C 2.7105 -1.9301 3.0423  -0.630
C 3.6234 -2.9785 3.0073  -0.482
C 4.1689 -3.3988 1.7998  -0.853
C 3.8003 -2.7804 0.6188  -0.692
C 1.3792 1.5317 -1.1919  0.339
C 1.7246 2.8781 -1.2314  -0.884
C 0.9954 3.7119 -2.0564  -0.527
C -0.0351 3.1826 -2.8200  -0.908
C -0.3075 1.8368 -2.6954  -0.533
N 0.3635 1.0174 -1.8721  0.206
H 2.7533 1.0304 0.2772  0.377
H 2.4245 -2.0440 -3.5769  0.384
H 4.2725 -2.1905 -5.2195  0.448
H 6.5117 -1.3243 -4.6349  0.411
H 6.9108 -0.2786 -2.4305  0.423
H 5.0842 -0.1116 -0.7924  0.353
H 1.5999 -0.5081 1.8863  0.406
H 2.2964 -1.6050 3.9891  0.459
H 3.9020 -3.4798 3.9252  0.411
H 4.8815 -4.2129 1.7785  0.420
H 4.2072 -3.1208 -0.3238  0.422
H 2.5661 3.2487 -0.6570  0.471
H 1.2441 4.7639 -2.1184  0.459
H -0.6210 3.7986 -3.4873  0.501
H -1.1170 1.3978 -3.2603  0.554
O -5.2579 0.4224 -1.1916  -0.632
C -4.2698 1.0964 -1.0448  0.503
O -3.0726 0.7974 -1.5399  -0.520
C -4.2841 2.3653 -0.2354  -0.029
C -3.1125 3.0532 0.0688  0.004
C -3.1521 4.2166 0.8265  -0.959
C -4.3661 4.7004 1.2889  -0.397
C -5.5124 3.9968 0.9778  -0.118
C -5.5022 2.8412 0.2268  -0.449
N -6.8118 4.5106 1.4826  1.033
O -6.7899 5.5309 2.1393  -0.614
O -7.8063 3.8719 1.2196  -0.591
H -2.1770 2.6633 -0.3142  0.620
H -2.2429 4.7615 1.0500  0.460
H -4.4376 5.6054 1.8751  0.509
H -6.4175 2.3123 0.0042  0.630
C -1.5460 -1.1307 4.4805  -1.013
N -1.9535 -1.0383 3.0882  0.034
C -2.7251 -2.0686 2.3984  -0.469
C -2.6767 -1.5381 0.9913  0.502
O -3.2439 -2.0054 0.0008  -0.666
N -1.8917 -0.4337 0.9172  0.195
C -1.4978 -0.1818 2.1729  -0.075
N -0.7061 0.8574 2.4686  -0.200
H -2.3207 -1.6512 5.0354  0.350
H -1.4410 -0.1401 4.9204  0.384
H -0.6079 -1.6769 4.5870  0.302
H -3.7465 -2.1339 2.7717  0.372
H -2.2578 -3.0540 2.4493  0.344
H -0.6023 1.5501 1.7441  0.113
H -0.6114 1.1690 3.4197  0.222
F 0.0379 -2.6072 -0.2631  -0.613
Sb 0.2789 -3.8765 -1.7060  2.381
F 2.1604 -3.6321 -1.5713  -0.563
F 0.3214 -2.3222 -2.8177  -0.591
F 0.4481 -4.9787 -3.1991  -0.536
F -1.6081 -3.8545 -1.8352  -0.552
F 0.3370 -5.2362 -0.4307  -0.539